The following is a quantum chemistry calculation of a structure of composition C26H16F12KN3O2 in a non-equilibrium geometry, from the Open Molecules 2025 dataset.

The LUMO energy comes out at 2.83 eV. The value obtained for the total energy is -84723.0317 eV. As for the charge: -2. As for the frontier orbital gap: 2.875 eV. The spin multiplicity is 1.

The geometry in XYZ format:
```
60
C26H16F12KN3O2, DFT ωB97M-V with the def2-TZVPD basis set
K 1.410 1.323 0.571
F -1.167 0.699 4.185
F 3.712 -4.000 1.441
F -1.785 -0.774 2.811
F -2.261 3.449 3.466
F 3.171 -1.628 3.128
F -4.074 2.832 2.513
F 1.359 -0.609 2.575
F -2.554 3.799 1.356
F 3.995 -3.219 -0.513
F -3.321 0.464 3.828
F 1.268 -2.738 2.954
F 4.691 -2.088 1.165
O -0.735 1.617 1.829
O 2.368 -0.880 0.324
N 5.519 7.124 -2.230
N -0.588 -0.823 0.351
N 2.338 2.937 -1.484
C 0.492 -6.259 -1.143
C -3.584 1.404 0.029
C 3.669 2.769 -1.354
C -2.745 2.853 2.354
C 2.627 5.287 -1.778
C 4.558 3.847 -1.419
C -5.130 1.784 -1.883
C 4.844 6.212 -1.967
C -3.977 1.065 -1.278
C -1.127 -4.358 -0.629
C 1.828 4.151 -1.671
C 2.038 -1.774 2.396
C 1.225 -4.067 -0.203
C 1.028 -2.775 0.230
C 2.248 -2.075 0.871
C 3.640 -2.852 0.745
C -1.334 -3.058 -0.172
C -3.309 0.043 -1.939
C -1.737 -0.217 -0.060
C 4.021 5.123 -1.656
C -2.257 -0.584 -1.332
C 0.165 -4.874 -0.684
C -2.080 0.474 3.231
C -2.501 0.831 0.654
C -2.011 1.464 1.981
C -0.280 -2.133 0.080
H -4.850 2.407 -2.759
H 2.221 -4.497 -0.202
H 3.985 1.749 -1.204
H -0.401 -6.699 -1.615
H -1.947 -4.985 -0.984
H 0.753 4.207 -1.750
H -5.681 2.405 -1.159
H 0.773 -6.928 -0.291
H -5.804 1.035 -2.313
H 1.348 -6.283 -1.857
H -1.799 -1.439 -1.780
H -3.657 -0.282 -2.896
H 2.220 6.289 -1.909
H 5.631 3.689 -1.365
H -4.118 2.224 0.469
H -2.334 -2.659 -0.060
```